13
Properties=species:S:1:pos:R:3:forces:R:3:nbo_charge:R:1 method="wB97M-V/def2-TZVPD" e_homo_ev=-8.6361 e_lumo_ha=0.031 relative_energy_kcal_mol=105.6 multiplicity=1
C 0.092079 -0.377927 1.262070 -3.487 -0.507 -1.325 -0.211
N 1.086164 -0.335726 0.259286 6.359 2.282 -1.483 -0.661
C 0.652526 0.251294 -1.103698 0.530 -2.588 -0.019 -0.220
C -0.783225 -0.094939 -0.904362 -1.207 -0.910 0.123 -0.359
S -2.533046 0.225734 -0.445476 -0.014 0.262 -0.581 0.223
C -1.030738 0.482120 0.478410 0.576 -1.150 0.285 -0.364
H 0.302244 -0.003493 2.198994 0.934 1.299 1.879 0.202
H -0.229298 -1.440761 1.464662 -0.127 0.936 -0.447 0.183
H 2.168857 0.091494 0.467661 -4.263 -1.610 -0.147 0.376
H 1.162669 -0.474547 -1.815666 -0.651 1.471 0.326 0.210
H 0.840797 1.273235 -1.278420 0.627 1.221 -0.060 0.191
H -0.782837 -1.188261 -0.996660 -0.128 0.262 0.770 0.212
H -0.946191 1.591777 0.413201 0.852 -0.967 0.679 0.219